<i>
A cluster of 2 separate species, C5H15NO in total. Source: the Open Molecules 2025 dataset; level of theory: wB97M-V/def2-TZVPD.

Properties
Structure (SMILES) = CC(C)CCN.O
Highest occupied orbital energy = -9.950 eV
Net charge = 0

Geometry (Å):
C: -1.077 0.757 2.155
C: -0.352 0.172 0.950
C: 1.160 0.184 1.138
C: -0.760 1.031 -0.278
C: 0.006 0.728 -1.553
N: -0.114 -0.721 -1.915
H: -0.749 0.372 3.111
H: -0.779 1.799 2.211
H: -2.151 0.708 1.997
H: -0.710 -0.821 0.667
H: 1.500 -0.407 1.976
H: 1.624 -0.237 0.248
H: 1.454 1.239 1.241
H: -1.831 0.853 -0.411
H: -0.582 2.082 -0.052
H: -0.410 1.297 -2.383
H: 1.058 0.923 -1.402
H: -1.109 -0.922 -1.888
H: 0.121 -0.754 -2.909
O: 1.546 -3.036 -1.005
H: 0.987 -2.625 -1.680
H: 1.170 -2.623 -0.220

<ii>
A cluster of 2 separate species, C5H15NO in total. Source: the Open Molecules 2025 dataset; level of theory: wB97M-V/def2-TZVPD.

Properties
Structure (SMILES) = CCNC(C)C.O
Highest occupied orbital energy = -8.554 eV
Net charge = 0

Geometry (Å):
C: -1.534 -0.629 2.395
C: -1.847 -1.297 1.019
N: -1.318 -0.584 -0.125
C: 0.110 -0.602 -0.442
C: 0.615 -2.039 -0.435
C: 0.326 -0.022 -1.830
H: -0.542 -0.950 2.744
H: -1.425 0.448 2.287
H: -2.283 -0.823 3.161
H: -2.921 -1.371 0.894
H: -1.395 -2.281 1.069
H: -1.649 0.375 -0.113
H: 0.732 -0.123 0.334
H: 1.652 -2.078 -0.758
H: 0.008 -2.603 -1.128
H: 0.618 -2.472 0.574
H: 1.387 0.173 -1.960
H: -0.301 0.836 -2.026
H: 0.129 -0.825 -2.555
O: 3.136 5.935 -1.177
H: 4.011 5.703 -0.847
H: 2.492 5.230 -1.080

Result of the stability comparison: <ii> is the least stable of them.

<i>
A cluster of 2 separate species, C5H15NO in total. Source: the Open Molecules 2025 dataset; level of theory: wB97M-V/def2-TZVPD.

Properties
Structure (SMILES) = CNCC(C)C.O
Highest occupied orbital energy = -8.977 eV
Net charge = 0

Geometry (Å):
C: -2.235 0.218 -0.381
N: -0.903 0.811 -0.502
C: 0.025 -0.249 -1.024
C: 0.953 -0.831 0.040
C: 1.934 0.341 0.461
C: 1.689 -2.029 -0.527
H: -2.717 0.134 -1.349
H: -2.261 -0.724 0.189
H: -2.860 0.882 0.218
H: -0.523 1.018 0.399
H: -0.604 -1.061 -1.415
H: 0.568 0.098 -1.908
H: 0.413 -1.059 0.959
H: 2.832 0.034 0.994
H: 2.225 1.079 -0.287
H: 1.345 0.881 1.208
H: 2.734 -2.083 -0.164
H: 1.372 -2.971 -0.071
H: 1.813 -2.085 -1.605
O: -1.644 2.460 1.900
H: -2.556 2.201 1.811
H: -1.600 2.935 1.053

<ii>
A cluster of 2 separate species, C5H15NO in total. Source: the Open Molecules 2025 dataset; level of theory: wB97M-V/def2-TZVPD.

Properties
Structure (SMILES) = CNCC(C)C.O
Highest occupied orbital energy = -8.871 eV
Net charge = 0

Geometry (Å):
C: -1.037 -2.458 1.608
N: -0.233 -1.254 1.375
C: 0.130 -1.097 -0.023
C: 1.196 -0.035 -0.244
C: 0.604 1.335 0.159
C: 1.545 -0.019 -1.742
H: -1.999 -2.325 1.131
H: -0.526 -3.349 1.219
H: -1.205 -2.570 2.682
H: 0.574 -1.265 1.984
H: 0.361 -2.062 -0.502
H: -0.767 -0.741 -0.543
H: 2.150 -0.276 0.231
H: 0.011 1.732 -0.664
H: -0.114 1.103 0.952
H: 1.353 2.089 0.405
H: 1.463 -1.016 -2.191
H: 0.860 0.565 -2.351
H: 2.504 0.449 -1.974
O: -1.895 3.154 -1.030
H: -2.238 2.300 -0.718
H: -1.228 3.430 -0.394

<iii>
A cluster of 2 separate species, C5H15NO in total. Source: the Open Molecules 2025 dataset; level of theory: wB97M-V/def2-TZVPD.

Properties
Structure (SMILES) = CCNC(C)C.O
Highest occupied orbital energy = -7.870 eV
Net charge = 0

Geometry (Å):
C: -1.356 -0.214 1.828
C: -0.273 0.991 1.376
N: 0.483 0.671 0.203
C: 0.167 0.051 -1.048
C: -0.870 0.879 -1.673
C: 1.476 -0.017 -1.900
H: -1.166 -0.653 2.822
H: -2.450 -0.066 1.640
H: -1.078 -1.120 1.172
H: 0.400 1.022 2.249
H: -0.926 1.861 1.394
H: 1.412 1.060 0.293
H: -0.189 -0.999 -0.974
H: -1.501 0.292 -2.418
H: -0.290 1.793 -1.899
H: -1.561 1.331 -0.966
H: 1.540 -0.820 -2.606
H: 2.467 -0.014 -1.307
H: 1.726 0.876 -2.585
O: 0.802 -2.138 1.209
H: 0.217 -2.873 1.001
H: 0.969 -1.912 2.190

<iv>
A cluster of 2 separate species, C5H15NO in total. Source: the Open Molecules 2025 dataset; level of theory: wB97M-V/def2-TZVPD.

Properties
Structure (SMILES) = CCN(C)CC.O
Highest occupied orbital energy = -8.414 eV
Net charge = 0

Geometry (Å):
C: -0.415 -0.845 0.944
C: 0.413 -0.703 -0.325
N: -0.290 0.063 -1.358
C: 0.177 -0.274 -2.694
C: -0.183 1.495 -1.093
C: -1.178 2.311 -1.906
H: -0.209 -1.824 1.394
H: -1.472 -0.953 0.691
H: -0.309 -0.102 1.729
H: 0.598 -1.697 -0.741
H: 1.371 -0.252 -0.092
H: -0.363 0.310 -3.431
H: 1.269 -0.152 -2.797
H: 0.020 -1.337 -2.841
H: -0.301 1.692 -0.027
H: 0.835 1.853 -1.311
H: -2.163 1.863 -1.909
H: -0.837 2.470 -2.922
H: -1.205 3.350 -1.564
O: 1.420 -1.999 6.740
H: 2.089 -2.652 6.484
H: 0.732 -2.619 7.029

Result of the stability comparison: <iii> is the least stable of them.

<i>
A cluster of 2 separate species, C5H15NO in total. Source: the Open Molecules 2025 dataset; level of theory: wB97M-V/def2-TZVPD.

Properties
Structure (SMILES) = CC(C)CCN.O
Highest occupied orbital energy = -9.420 eV
Net charge = 0

Geometry (Å):
C: 1.258 1.682 1.166
C: 0.244 0.666 0.669
C: -1.143 1.000 1.211
C: 0.707 -0.772 0.968
C: -0.262 -1.853 0.550
N: -0.115 -2.595 -0.720
H: 0.924 2.721 1.230
H: 1.422 1.486 2.246
H: 2.242 1.678 0.701
H: 0.305 0.847 -0.418
H: -1.286 2.079 1.233
H: -1.915 0.575 0.575
H: -1.265 0.623 2.229
H: 1.714 -0.968 0.588
H: 0.854 -0.765 2.059
H: -0.417 -2.583 1.350
H: -1.289 -1.474 0.499
H: -0.124 -1.919 -1.482
H: 0.830 -2.985 -0.721
O: -0.544 1.394 -3.233
H: -1.361 0.997 -3.534
H: -0.855 2.256 -2.914

<ii>
A cluster of 2 separate species, C5H15NO in total. Source: the Open Molecules 2025 dataset; level of theory: wB97M-V/def2-TZVPD.

Properties
Structure (SMILES) = CCCN(C)C.O
Highest occupied orbital energy = -8.376 eV
Net charge = 0

Geometry (Å):
C: 1.745 -1.686 -0.833
C: 0.965 -0.428 -1.216
C: -0.458 -0.438 -0.620
N: -0.461 -0.760 0.804
C: 0.009 0.301 1.655
C: -1.748 -1.287 1.257
H: 1.575 -1.918 0.218
H: 1.464 -2.543 -1.455
H: 2.813 -1.499 -0.939
H: 0.860 -0.366 -2.294
H: 1.474 0.471 -0.870
H: -1.018 -1.227 -1.114
H: -0.970 0.512 -0.787
H: 0.230 -0.148 2.619
H: -0.708 1.131 1.764
H: 0.936 0.713 1.259
H: -1.678 -2.346 1.528
H: -2.112 -0.742 2.128
H: -2.514 -1.175 0.483
O: -0.108 3.697 -0.871
H: 0.216 3.048 -1.506
H: 0.297 3.519 -0.011

<iii>
A cluster of 2 separate species, C5H15NO in total. Source: the Open Molecules 2025 dataset; level of theory: wB97M-V/def2-TZVPD.

Properties
Structure (SMILES) = CCN(C)CC.O
Highest occupied orbital energy = -7.796 eV
Net charge = 0

Geometry (Å):
C: -2.287 -0.761 0.650
C: -0.739 -0.619 0.599
N: -0.129 0.449 -0.142
C: 1.199 0.750 0.313
C: -0.309 0.449 -1.598
C: 0.668 1.137 -2.538
H: -2.724 -1.336 -0.150
H: -2.503 -1.229 1.596
H: -2.670 0.271 0.647
H: -0.412 -0.484 1.632
H: -0.358 -1.581 0.214
H: 1.820 -0.185 0.442
H: 1.188 1.160 1.326
H: 1.726 1.420 -0.366
H: -1.253 0.972 -1.827
H: -0.538 -0.589 -1.905
H: 0.219 1.396 -3.489
H: 0.806 2.156 -2.117
H: 1.589 0.598 -2.746
O: 1.246 -1.146 3.246
H: 1.379 -2.078 3.176
H: 2.081 -0.751 3.037

Result of the stability comparison: <iii> is the least stable of them.

<i>
A structure of composition C9H10. Source: the Open Molecules 2025 dataset; level of theory: wB97M-V/def2-TZVPD.

Properties
Highest occupied orbital energy = -8.645 eV
Net charge = 0

Geometry (Å):
C: 1.019 -1.158 -0.645
C: 1.349 -0.452 0.716
C: 0.558 0.860 1.121
C: -0.752 1.133 0.443
C: -0.890 -0.411 0.596
C: -0.487 -0.914 -0.879
C: -0.406 0.250 -1.795
C: -0.723 1.314 -1.075
C: 0.206 -0.484 1.608
H: 1.515 -1.025 -1.740
H: 1.085 -2.194 -0.240
H: 2.424 -0.180 0.949
H: 1.042 1.593 1.674
H: -1.513 1.775 1.056
H: -1.861 -0.632 0.996
H: -1.035 -1.784 -1.267
H: -0.166 0.116 -2.890
H: -0.758 2.357 -1.598
H: 0.017 -0.850 2.528

<ii>
An isolated molecule of C9H10. Source: the Open Molecules 2025 dataset; level of theory: wB97M-V/def2-TZVPD.

Properties
Structure (SMILES) = C=C=C1C[C@@]12[C@H]1C[C@]12C
Highest occupied orbital energy = -6.962 eV
Net charge = 0

Geometry (Å):
C: 1.481 -2.531 0.191
C: 1.600 -1.209 0.043
C: 1.572 0.083 -0.189
C: 1.878 1.347 0.492
C: 0.597 1.087 -0.199
C: -0.648 1.537 -0.554
C: -1.262 0.697 -1.583
C: -0.877 0.080 -0.171
C: -1.814 -0.359 0.927
H: 1.261 -2.952 1.158
H: 1.997 -3.170 -0.527
H: 2.167 1.403 1.565
H: 2.450 2.122 -0.125
H: -1.119 2.474 -0.201
H: -2.355 0.614 -1.868
H: -0.715 0.320 -2.439
H: -2.848 -0.748 0.452
H: -2.007 0.429 1.619
H: -1.359 -1.223 1.408

Result of the stability comparison: <ii> is the least stable of them.